(1)
Entry from OMol25: a 2-piece molecular cluster, C2H4FNOS overall in a non-equilibrium geometry (the ωB97M-V functional and the def2-TZVPD basis).

The geometry in XYZ format:
```
10
Properties=species:S:1:pos:R:3:mulliken_charge:R:1
C -1.35917 0.44303 -0.22614 -0.575
N -0.35913 1.41087 -0.27075 -0.270
C 0.44195 1.86007 -1.02077 0.540
O 1.30132 2.38978 -1.57778 -0.431
H -1.55555 0.15947 0.87220 0.215
H -2.30766 0.75299 -0.78192 0.277
H -1.02759 -0.55621 -0.58674 0.250
F 1.11811 -2.10330 2.29753 -0.220
S 1.53718 -2.77243 0.86901 0.034
H 2.21053 -1.58428 0.42535 0.179
```

Its net charge is 0. The calculation puts the lowest unoccupied orbital energy at -0.1 eV. The calculation puts the energy relative to the best compared isomer or geometry (same formula, charge and spin) at 24.60 kcal per mole. The calculation puts the HOMO-LUMO gap at 0.3604 hartree. Its spin multiplicity is 1.

(2)
Entry from OMol25: a single C2H4S3 molecule in a non-equilibrium geometry (the ωB97M-V functional and the def2-TZVPD basis).

The geometry in XYZ format:
```
9
Properties=species:S:1:pos:R:3:mulliken_charge:R:1
C -0.45914 0.12377 0.12713 -0.998
C -0.27458 -1.36914 0.36406 0.410
S 1.52092 -1.83595 0.11529 -0.191
S -1.30135 -2.50503 -0.65087 -0.169
S -1.37892 -2.34715 1.42009 -0.141
H -1.29880 0.22172 -0.65853 0.274
H 0.40027 0.64511 -0.17445 0.378
H -0.83913 0.56970 1.04927 0.286
H 1.43921 -1.80697 -1.19895 0.150
```

Its net charge is 0. The calculation puts the lowest unoccupied orbital energy at -0.2 eV. The calculation puts the energy relative to the best compared isomer or geometry (same formula, charge and spin) at 18.91 kcal per mole. The calculation puts the HOMO-LUMO gap at 0.3047 hartree. Its spin multiplicity is 1.

(3)
Entry from OMol25: a single C7H10 molecule in a non-equilibrium geometry (the ωB97M-V functional and the def2-TZVPD basis).

The geometry in XYZ format:
```
17
Properties=species:S:1:pos:R:3:mulliken_charge:R:1
C 1.66222 0.51550 0.39594 -0.355
C 1.56562 -0.64079 -0.26819 -0.288
C 0.32929 -0.62112 -1.17364 -0.882
C -0.49662 0.19499 -0.19278 0.888
C 0.43419 1.35473 0.10839 -0.796
C -0.86126 -0.73979 0.89680 -0.782
C -1.94133 0.08283 0.05291 -0.729
H 2.35334 0.74512 1.19996 0.366
H 2.17166 -1.52297 -0.10506 0.375
H 0.54039 -0.08679 -2.11094 0.284
H -0.11200 -1.59535 -1.41899 0.322
H 0.51290 1.93122 -0.82601 0.280
H 0.12420 2.04330 0.90289 0.335
H -0.70761 -1.80693 0.72423 0.259
H -0.55621 -0.45243 1.91546 0.231
H -2.43569 0.80581 0.69140 0.256
H -2.58309 -0.20731 -0.79238 0.235
```

Its net charge is 0. The calculation puts the lowest unoccupied orbital energy at 1.2 eV. The calculation puts the energy relative to the best compared isomer or geometry (same formula, charge and spin) at 55.76 kcal per mole. The calculation puts the HOMO-LUMO gap at 0.3749 hartree. Its spin multiplicity is 1.

(4)
Entry from OMol25: a 2-piece molecular cluster, C6H8N3O3 overall in a non-equilibrium geometry (the ωB97M-V functional and the def2-TZVPD basis).

The geometry in XYZ format:
```
20
Properties=species:S:1:pos:R:3:mulliken_charge:R:1
C -3.37035 0.96733 0.61334 -1.083
C -2.07158 1.14140 0.30086 0.377
C -4.02898 -0.23506 0.26966 0.457
C -1.92647 -0.88425 -0.92491 0.146
C 2.28545 -0.74190 0.84512 -0.674
C 3.16430 -0.37419 -0.06303 -0.403
N -3.22179 -1.06342 -0.51270 -0.042
N -1.31545 0.34089 -0.43559 0.563
N -0.11107 0.53680 -1.03821 -0.845
O 0.43931 1.80917 -0.53492 -0.469
O -5.20567 -0.53318 0.42105 -0.737
O -1.30443 -1.66546 -1.61666 -0.606
H -3.86269 1.55601 1.25772 0.458
H -1.37339 2.00153 0.54610 0.295
H 2.38179 -0.50266 1.78485 0.316
H 0.64382 1.69667 0.44422 0.257
H 1.32534 -1.22633 0.76479 0.212
H 3.97641 0.10317 0.25172 0.277
H 3.11261 -0.58895 -1.08992 0.251
H -3.55967 -2.03594 -0.72281 0.250
```

Its net charge is -1. The calculation puts the lowest unoccupied orbital energy (spin up / spin down) at 3.7 / 3.7 eV. The calculation puts the energy relative to the best compared isomer or geometry (same formula, charge and spin) at 124.53 kcal per mole. The calculation puts the HOMO-LUMO gap (spin up / spin down) at 0.2201 / 0.2201 hartree. Its spin multiplicity is 1.

(5)
Entry from OMol25: a 6-piece molecular cluster, C30H79N6O10 overall in a non-equilibrium geometry (the ωB97M-V functional and the def2-TZVPD basis).

The geometry in XYZ format:
```
125
Properties=species:S:1:pos:R:3:mulliken_charge:R:1
N -0.18517 -0.08230 0.89544 2.006
H -0.54008 0.76058 0.42968 -0.089
H 0.63817 0.22757 1.33099 -0.558
H 0.04963 -1.05215 0.25923 -0.174
H -0.96263 -0.58322 1.37846 -0.646
C 1.39633 2.00860 0.67925 -2.039
O -0.00667 2.12144 0.59812 1.064
C -0.54256 3.40052 0.69581 -1.442
C -2.01498 3.13393 0.94726 0.953
N -2.79317 4.41103 0.93705 -0.208
C -3.09612 4.89753 -0.37601 -0.755
C -3.91484 6.19083 -0.39927 -0.693
O -3.84973 6.71731 -1.66447 -0.275
C -4.43135 8.04904 -1.72888 -0.777
H 1.69150 1.05598 0.20208 0.498
H 1.64775 2.02377 1.61191 0.815
H 1.91150 2.81587 0.03761 0.268
H -0.32337 3.84374 -0.19101 0.862
H 0.05089 3.95754 1.63388 0.152
H -2.10283 2.65399 2.00359 -0.677
H -2.33394 2.49015 0.28248 -1.186
H -2.32602 5.05367 1.61153 0.407
H -3.42223 3.94767 -0.83040 0.220
H -2.24634 4.83015 -0.91153 0.626
H -3.67743 6.74623 0.43051 0.478
H -4.90035 5.78418 -0.26879 0.414
H -5.45884 7.62695 -1.70640 0.337
H -4.01620 8.59863 -2.60717 0.201
H -4.20139 8.56762 -0.86515 0.318
C -5.08594 -1.91067 0.17942 -0.558
O -4.51830 -0.97247 -0.79740 -0.427
C -3.15803 -1.08657 -1.08143 0.438
C -2.65097 -0.06317 -2.03511 -0.615
N -1.17064 -0.26390 -2.05328 -0.156
C -0.61441 0.96004 -2.66425 0.249
C -1.39962 1.55563 -3.93151 -0.747
O -0.62263 2.70230 -4.47064 -0.452
C -0.60374 3.93474 -3.91785 -0.830
H -6.23802 -1.66264 0.12120 0.223
H -4.68797 -1.91597 1.16625 0.159
H -4.71245 -2.91731 -0.24844 0.276
H -3.02353 -2.18250 -1.49672 0.293
H -2.65066 -0.82235 -0.00552 -0.219
H -3.05050 0.97080 -1.78948 -0.021
H -3.13515 -0.07887 -3.10620 0.454
H -0.75730 -1.12475 -2.50450 0.414
H 0.45695 0.63206 -2.89492 0.343
H -0.55800 1.83215 -2.10527 -0.500
H -2.40736 2.01700 -3.57262 0.333
H -1.48214 0.94316 -4.62379 0.522
H -1.53782 4.26036 -3.71077 0.397
H -0.26019 4.67818 -4.69216 0.267
H -0.02326 3.86000 -3.15491 0.326
C -3.76845 1.22985 1.59868 -1.797
O -2.40826 1.32222 2.08711 1.091
C -2.33638 1.58963 3.45597 -1.130
C -0.84117 1.72216 3.75433 0.183
N -0.24763 0.46522 3.92177 -0.149
C 1.20628 0.54692 4.12491 -0.566
C 1.80316 -0.76342 3.69732 -0.288
O 3.21394 -0.52614 3.63001 -0.500
C 3.93446 -1.68455 3.25941 -1.088
H -3.67267 1.19542 0.50146 0.442
H -4.36676 2.16061 1.90059 0.127
H -4.13836 0.49172 1.92364 0.974
H -3.03556 1.11591 4.22705 0.392
H -2.75896 2.68643 3.42302 0.347
H -0.52671 2.25787 4.65122 0.640
H -0.28739 2.16863 2.82231 -0.626
H -0.95697 0.08841 4.72710 0.326
H 1.49838 1.10367 5.00348 0.603
H 1.52883 1.14915 3.26744 -0.058
H 1.56819 -1.26497 2.72385 -0.077
H 1.75111 -1.33460 4.52598 0.776
H 4.90513 -1.50581 3.00104 0.403
H 3.49944 -2.43201 2.60160 0.311
H 4.12191 -2.07066 4.19702 0.497
C 7.97488 3.80603 -1.43994 -1.080
O 8.41954 2.49275 -1.71413 -0.335
C 7.78683 1.60651 -0.88184 -0.849
C 6.38920 1.29533 -1.39376 -0.567
N 5.74969 0.31263 -0.60560 -0.207
C 4.48980 -0.00744 -0.96359 -2.117
C 3.80947 -1.10845 -0.06741 -0.331
O 2.47233 -1.32000 -0.34904 0.183
C 2.16180 -2.26449 -1.29895 -0.637
H 8.73485 4.42003 -1.91151 0.341
H 8.18072 4.26461 -0.49589 0.381
H 7.09279 4.06153 -1.62016 0.482
H 7.84057 1.69180 0.12791 0.549
H 8.29202 0.65844 -0.72386 0.492
H 6.47285 0.98214 -2.46449 0.247
H 5.64289 2.06719 -1.41054 0.391
H 5.84287 0.78762 0.33218 0.240
H 4.37695 -0.35728 -1.78182 1.199
H 3.93451 0.80517 -1.04407 0.839
H 3.79794 -0.39823 0.87967 -0.196
H 4.22213 -2.23552 0.18972 0.396
H 2.43281 -2.35807 -2.54181 0.223
H 1.10886 -2.28765 -1.28363 -0.086
H 2.52126 -3.20535 -0.95812 0.392
C -2.21329 -2.58060 2.75397 -1.092
O -1.59556 -2.85534 1.55322 0.199
C -1.30849 -4.29524 1.43413 -1.569
C -1.02666 -4.74103 0.04608 -0.173
N -0.94717 -6.17703 -0.19135 -0.127
C -0.94307 -6.59154 -1.50897 -0.463
C -0.50372 -8.09978 -1.49035 -0.663
O -0.37814 -8.58866 -2.84148 -0.344
C -0.00724 -9.97065 -3.05049 -0.742
H -2.82541 -1.56914 2.74389 -0.381
H -1.62532 -2.87068 3.44421 0.920
H -3.09992 -3.27648 2.98956 0.410
H -2.02471 -4.87175 1.72499 0.684
H -0.51055 -4.57517 2.05254 0.556
H -0.25831 -4.28804 -0.34220 0.145
H -1.92608 -4.43681 -0.56507 0.258
H -1.58033 -6.47610 0.25565 0.073
H -0.19273 -6.04864 -2.25078 0.252
H -1.89003 -6.47106 -1.95381 0.394
H -1.41313 -8.59042 -1.16678 0.285
H 0.30905 -8.47694 -0.93107 0.462
H -0.15955 -10.37014 -4.04679 0.278
H -0.52562 -10.63474 -2.33410 0.289
H 1.06503 -10.10715 -2.95657 0.292
```

Its net charge is +1. The calculation puts the lowest unoccupied orbital energy at -1.6 eV. The calculation puts the energy relative to the best compared isomer or geometry (same formula, charge and spin) at 193.15 kcal per mole. The calculation puts the HOMO-LUMO gap at 0.3171 hartree. Its spin multiplicity is 1.